Version a
Entry from the OMol25 dataset: the ion C4H11N2 with charge +1 (ωB97M-V with the def2-TZVPD basis set).

Each atom is followed by the atoms it is bonded to, with distances in Å.
Positions of all 17 atoms, in Å:
1 C -0.6702 0.9800 -0.2188  C2 1.559, N5 1.446, H7 1.157, H8 1.176
2 C -0.7630 -0.4190 -0.9010  C1 1.559, N6 1.494, H9 1.160
3 C -0.7350 1.0586 2.1867  N5 1.389, H10 1.077, H11 1.061, H12 1.160
4 C 1.6299 -1.0323 -0.8086  N6 1.513, H13 1.070, H14 1.107, H15 1.060
5 N 0.0023 0.7734 1.0445  C1 1.446, C3 1.389
6 N 0.3699 -1.0467 -1.6467  C2 1.494, C4 1.513, H16 1.021, H17 1.027
7 H -0.1428 1.7733 -0.8748  C1 1.157
8 H -1.7523 1.3462 0.0587  C1 1.176
9 H -1.2806 -1.2080 -0.2270  C2 1.160
10 H -0.7224 0.2298 2.8750  C3 1.077
11 H -0.5861 1.9355 2.7644  C3 1.061
12 H -1.8322 1.3033 1.8990  C3 1.160
13 H 2.1639 -0.1692 -1.1476  C4 1.070
14 H 1.4963 -0.7700 0.2586  C4 1.107
15 H 2.1318 -1.9512 -0.9735  C4 1.060
16 H 0.1050 -2.0321 -1.6769  N6 1.021
17 H 0.5856 -0.7718 -2.6119  N6 1.027

Summary:
- E_LUMO (alpha / beta) (Eh) = -0.1897 / -0.1626
- multiplicity = 1
- HOMO energy (alpha / beta) (eV) = -13.6 / -13.7
- total charge = +1

Here are the Mulliken charges for atoms 1 to 5, given in e:
1 C -0.32
2 C -0.44
3 C -0.79
4 C -0.81
5 N -0.17


Version b
Entry from the OMol25 dataset: a cluster of 2 separate species, C4H11N2 in total (ωB97M-V with the def2-TZVPD basis set).

Each atom is followed by the atoms it is bonded to, with distances in Å.
Positions of all 17 atoms, in Å:
1 C 0.7953 0.2408 -1.6162  C2 1.347, H5 1.085, H6 1.079
2 C 0.4946 0.9593 -0.5167  C1 1.347, N3 1.373, H7 1.088
3 N 0.8517 0.6830 0.7804  C2 1.373, C4 1.471, H8 1.013
4 C 0.9532 1.8079 1.7230  N3 1.471, H9 1.090, H10 1.089, H11 1.086
5 H 1.5683 -0.5200 -1.5891  C1 1.085
6 H 0.3699 0.5267 -2.5660  C1 1.079
7 H -0.1742 1.8116 -0.6123  C2 1.088
8 H 1.6403 0.0504 0.8437  N3 1.013
9 H 1.7250 2.5186 1.4269  C4 1.090
10 H 0.0046 2.3394 1.7765  C4 1.089
11 H 1.1660 1.3906 2.7031  C4 1.086
12 C -1.5553 -2.5047 -0.0588  N13 1.267, H14 1.083, H15 1.084
13 N -1.6075 -1.4299 -0.7282  C12 1.267, H16 1.015, H17 1.060
14 H -0.5935 -2.8276 0.3211  C12 1.083
15 H -2.4492 -3.0875 0.1289  C12 1.084
16 H -2.4754 -1.0703 -1.1119  N13 1.015
17 H -0.7139 -0.8883 -0.9043  N13 1.060

Summary:
- E_LUMO (Eh) = -0.1859
- multiplicity = 1
- HOMO energy (eV) = -12.3
- total charge = +1

Here are the Mulliken charges for atoms 1 to 5, given in e:
1 C -1.01
2 C -0.02
3 N -0.17
4 C -0.89
5 H 0.33


Version c
Entry from the OMol25 dataset: the ion C4H11N2 with charge +1 (ωB97M-V with the def2-TZVPD basis set).

Each atom is followed by the atoms it is bonded to, with distances in Å.
Positions of all 17 atoms, in Å:
1 C 1.6368 -0.1887 -1.0615  N2 1.453, H7 1.083, H8 1.138, H9 1.037
2 N 0.6323 -0.1345 -0.0136  C1 1.453, C3 1.530, C5 1.641, H10 1.031
3 C -0.2454 -1.3862 0.0493  N2 1.530, C4 1.498, H11 1.147, H12 1.133
4 C -1.3839 -0.5189 0.4934  C3 1.498, C5 1.563, H13 1.058, H14 1.128
5 C -0.7209 0.7928 -0.0377  N2 1.641, C4 1.563, N6 1.370, H15 1.063
6 N -0.6652 1.8548 0.8255  C5 1.370, H16 1.016, H17 1.122
7 H 1.0438 -0.4316 -1.9348  C1 1.083
8 H 2.3776 0.6750 -1.0985  C1 1.138
9 H 2.2162 -1.0325 -0.8939  C1 1.037
10 H 1.1114 0.0806 0.8740  N2 1.031
11 H 0.1063 -2.1919 0.7866  C3 1.147
12 H -0.2082 -1.8641 -0.9775  C3 1.133
13 H -2.3713 -0.6638 0.1428  C4 1.058
14 H -1.6739 -0.5858 1.5813  C4 1.128
15 H -0.9003 1.0104 -1.0629  C5 1.063
16 H -0.5462 1.6848 1.8203  N6 1.016
17 H -0.4089 2.8998 0.5069  N6 1.122

Summary:
- SMILES string = C[N@@H+]1CC[C@H]1N
- E_LUMO (Eh) = -0.1064
- multiplicity = 1
- HOMO energy (eV) = -14.4
- total charge = +1

Here are the Mulliken charges for atoms 1 to 5, given in e:
1 C -0.93
2 N -0.06
3 C -0.46
4 C -0.49
5 C -0.18


Version d
Entry from the OMol25 dataset: the ion C4H11N2 with charge +1 (ωB97M-V with the def2-TZVPD basis set).

Each atom is followed by the atoms it is bonded to, with distances in Å.
Positions of all 17 atoms, in Å:
1 C -0.6874 -1.5004 -0.1731  C2 1.535, H7 1.152, H8 1.218, H9 1.151
2 C -0.3734 0.0014 -0.2272  C1 1.535, N3 1.529, C4 1.479, C5 1.517
3 N -1.4710 0.7353 0.5432  C2 1.529, H10 0.949, H11 1.070, H12 1.049
4 C 0.3762 0.8764 -1.1552  C2 1.479, C5 1.525, H13 1.005, H14 1.119
5 C 0.9494 0.5887 0.2283  C2 1.517, C4 1.525, N6 1.433, H15 1.063
6 N 2.1326 -0.2016 0.3988  C5 1.433, H16 1.010, H17 1.003
7 H -1.1295 -1.8435 0.8344  C1 1.152
8 H 0.3561 -2.1279 -0.1960  C1 1.218
9 H -1.2752 -1.7748 -1.1235  C1 1.151
10 H -1.6878 0.2568 1.3330  N3 0.949
11 H -2.2688 1.1383 -0.0458  N3 1.070
12 H -1.1554 1.7082 0.7771  N3 1.049
13 H 0.0497 1.8117 -1.3240  C4 1.005
14 H 0.7891 0.3593 -2.0579  C4 1.119
15 H 0.7544 1.4166 0.8657  C5 1.063
16 H 2.4492 -0.3369 1.3485  N6 1.010
17 H 2.1918 -1.1076 -0.0263  N6 1.003

Summary:
- SMILES string = C[C@]1([NH3+])C[C@@H]1N
- E_LUMO (Eh) = -0.1343
- multiplicity = 1
- HOMO energy (eV) = -13.0
- total charge = +1

Here are the Mulliken charges for atoms 1 to 5, given in e:
1 C -1.12
2 C 0.47
3 N -0.32
4 C -0.58
5 C -0.19


Quick ranking, most stable first: version c, version b, version d, version a.


Version a
Entry from the OMol25 dataset: the ion C4H11N2 with charge +1 (ωB97M-V with the def2-TZVPD basis set).

Each atom is followed by the atoms it is bonded to, with distances in Å.
Positions of all 17 atoms, in Å:
1 N -2.1064 0.8797 0.1450  C2 1.383, H7 1.021, H8 1.014
2 C -1.7590 -0.4170 0.4777  N1 1.383, C3 1.330, H9 1.083
3 C -0.6660 -1.0905 0.1315  C2 1.330, C4 1.539, H10 1.078
4 C 0.4497 -0.7547 -0.8746  C3 1.539, C5 1.505, H11 1.094, H12 1.090
5 C 1.7078 -0.1701 -0.2909  C4 1.505, N6 1.560, H13 1.093, H14 1.087
6 N 1.3225 1.0408 0.6144  C5 1.560, H15 1.019, H16 1.025, H17 1.008
7 H -1.8888 1.3045 -0.7575  N1 1.021
8 H -3.0697 1.1367 0.3298  N1 1.014
9 H -2.5565 -0.9686 0.9598  C2 1.083
10 H -0.5484 -2.1225 0.4187  C3 1.078
11 H 0.0521 -0.1242 -1.6749  C4 1.094
12 H 0.7592 -1.7380 -1.2299  C4 1.090
13 H 2.1668 -0.8750 0.4078  C5 1.093
14 H 2.5165 0.1455 -0.9446  C5 1.087
15 H 2.0184 1.1566 1.3504  N6 1.019
16 H 0.3911 0.7722 0.9476  N6 1.025
17 H 1.2109 1.8245 -0.0103  N6 1.008

Summary:
- SMILES string = N/C=C\CC[NH3+]
- E_LUMO (Eh) = -0.1249
- multiplicity = 1
- HOMO energy (eV) = -12.6
- total charge = +1

Here are the Mulliken charges for atoms 1 to 5, given in e:
1 N -0.45
2 C -0.22
3 C -0.46
4 C -0.59
5 C -0.53


Version b
Entry from the OMol25 dataset: a cluster of 2 separate species, C4H11N2 in total (ωB97M-V with the def2-TZVPD basis set).

Each atom is followed by the atoms it is bonded to, with distances in Å.
Positions of all 17 atoms, in Å:
1 C -0.2757 2.4532 2.0322  C2 1.551, H7 1.086, H8 1.089, H9 1.088
2 C -0.9463 1.3106 1.2259  C1 1.551, C3 1.432, H10 1.102, H11 1.090
3 C -0.0590 0.1884 1.1591  C2 1.432, C4 1.313
4 C -0.0977 -1.0674 1.5419  C3 1.313, N5 1.377, H12 1.100
5 N 0.6137 -2.1838 1.1628  C4 1.377, H13 1.022, H14 1.016
6 N 0.3396 -1.3515 -5.2303  H15 1.009, H16 1.027, H17 1.009
7 H 0.5270 2.8719 1.4328  C1 1.086
8 H -0.9540 3.2665 2.2874  C1 1.089
9 H 0.2105 2.0415 2.9144  C1 1.088
10 H -1.1564 1.6326 0.1928  C2 1.102
11 H -1.9222 1.0501 1.6350  C2 1.090
12 H -0.6473 -1.2063 2.4840  C4 1.100
13 H 0.6092 -2.8370 1.9488  N5 1.022
14 H 1.5688 -1.8510 1.0680  N5 1.016
15 H 0.7162 -0.8205 -6.0010  N6 1.009
16 H 0.5366 -2.3429 -5.4128  N6 1.027
17 H 0.9372 -1.1544 -4.4409  N6 1.009

Summary:
- E_LUMO (Eh) = -0.2816
- multiplicity = 1
- HOMO energy (eV) = -12.3
- total charge = +1

Here are the Mulliken charges for atoms 1 to 5, given in e:
1 C -1.05
2 C -0.28
3 C 0.17
4 C 0.09
5 N -0.52


Quick ranking, most stable first: version a, version b.


Version a
Entry from the OMol25 dataset: a cluster of 2 separate species, C4H11N2 in total (ωB97M-V with the def2-TZVPD basis set).

Each atom is followed by the atoms it is bonded to, with distances in Å.
Positions of all 17 atoms, in Å:
1 C -0.4433 -0.5911 -1.0678  C2 1.493, N6 1.415, H7 1.145, H8 1.031
2 C -1.2794 -0.2097 0.1094  C1 1.493, C3 1.524, N6 1.474, H9 1.163
3 C -1.9341 1.1667 0.1033  C2 1.524, H10 1.109, H11 1.057, H12 1.050
4 C 2.7161 0.9136 -0.1031  H13 1.119, H14 1.081, H15 1.084
5 N 0.6036 -1.5180 0.9887  N6 1.396, H16 0.984, H17 0.990
6 N 0.1724 -0.4511 0.1989  C1 1.415, C2 1.474, N5 1.396
7 H -0.4723 -1.6974 -1.3624  C1 1.145
8 H -0.1124 0.0794 -1.7771  C1 1.031
9 H -1.9483 -1.0573 0.5409  C2 1.163
10 H -2.9187 1.1098 -0.4041  C3 1.109
11 H -1.3547 1.9268 -0.3490  C3 1.057
12 H -1.9870 1.4578 1.1112  C3 1.050
13 H 1.7859 1.1903 0.4549  C4 1.119
14 H 2.7362 -0.0884 -0.5076  C4 1.081
15 H 3.5434 1.5969 -0.2592  C4 1.084
16 H 0.1154 -1.4779 1.8419  N5 0.984
17 H 0.7774 -2.3505 0.4812  N5 0.990

Summary:
- E_LUMO (alpha / beta) (Eh) = -0.2798 / -0.3022
- multiplicity = 1
- HOMO energy (alpha / beta) (eV) = -12.6 / -12.2
- total charge = +1

Here are the Mulliken charges for atoms 1 to 5, given in e:
1 C -0.55
2 C 0.27
3 C -1.39
4 C -0.15
5 N -0.48


Version b
Entry from the OMol25 dataset: the ion C4H11N2 with charge +1 (ωB97M-V with the def2-TZVPD basis set).

Each atom is followed by the atoms it is bonded to, with distances in Å.
Positions of all 17 atoms, in Å:
1 C 1.6529 1.0528 -0.1046  N2 1.491, H7 1.173, H8 1.074, H9 1.131
2 N 0.4499 0.2805 0.3173  C1 1.491, C3 1.500, C5 1.521, H10 1.038
3 C 0.5559 -1.2131 0.3962  N2 1.500, C4 1.473, H11 1.173, H12 1.145
4 C -0.7663 -1.4003 -0.2261  C3 1.473, C5 1.580, H13 1.111, H14 1.100
5 C -0.7824 0.1430 -0.5639  N2 1.521, C4 1.580, N6 1.500, H15 1.117
6 N -1.8448 0.8120 0.2562  C5 1.500, H16 0.991, H17 0.979
7 H 1.5762 2.2193 -0.1954  C1 1.173
8 H 2.5353 1.0010 0.5054  C1 1.074
9 H 2.0352 0.5975 -1.0673  C1 1.131
10 H -0.0251 0.6304 1.1718  N2 1.038
11 H 0.6285 -1.4269 1.5469  C3 1.173
12 H 1.3766 -1.6140 -0.2940  C3 1.145
13 H -0.7192 -2.1792 -1.0167  C4 1.111
14 H -1.5052 -1.4138 0.5888  C4 1.100
15 H -0.6552 0.2734 -1.6660  C5 1.117
16 H -2.7196 0.4584 -0.0461  N6 0.991
17 H -1.7928 1.7790 0.3973  N6 0.979

Summary:
- SMILES string = C[N@@H+]1CC[C@H]1N
- E_LUMO (Eh) = -0.1080
- multiplicity = 1
- HOMO energy (eV) = -14.7
- total charge = +1

Here are the Mulliken charges for atoms 1 to 5, given in e:
1 C -0.83
2 N -0.01
3 C -0.48
4 C -0.65
5 C 0.13


Version c
Entry from the OMol25 dataset: the ion C4H11N2 with charge +1 (ωB97M-V with the def2-TZVPD basis set).

Each atom is followed by the atoms it is bonded to, with distances in Å.
Positions of all 17 atoms, in Å:
1 C 1.8638 1.0112 -0.6532  C2 1.538, H7 1.084, H8 1.089, H9 1.098
2 C 0.9084 1.5983 0.4000  C1 1.538, C3 1.557, H10 1.094, H11 1.083
3 C -0.0602 0.5109 0.9507  C2 1.557, N4 1.509, H12 1.090, H13 1.087
4 N -0.6936 -0.3125 -0.1440  C3 1.509, C5 1.302, H14 1.016
5 C -1.4699 -1.2979 0.2055  N4 1.302, N6 1.326, H15 1.099
6 N -1.7453 -2.3912 -0.4925  C5 1.326, H16 1.010, H17 1.012
7 H 1.4175 0.2756 -1.3128  C1 1.084
8 H 2.3591 1.7883 -1.2331  C1 1.089
9 H 2.6966 0.4478 -0.2123  C1 1.098
10 H 0.3079 2.3044 -0.1813  C2 1.094
11 H 1.3757 2.0340 1.2742  C2 1.083
12 H -0.9113 0.7772 1.5771  C3 1.090
13 H 0.5773 -0.1764 1.5002  C3 1.087
14 H -0.8610 0.1476 -1.0341  N4 1.016
15 H -2.0264 -1.1875 1.1467  C5 1.099
16 H -2.6741 -2.7499 -0.6590  N6 1.010
17 H -1.0645 -2.7799 -1.1323  N6 1.012

Summary:
- SMILES string = CCC/[NH+]=C/N
- E_LUMO (Eh) = -0.1746
- multiplicity = 1
- HOMO energy (eV) = -15.2
- total charge = +1

Here are the Mulliken charges for atoms 1 to 5, given in e:
1 C -1.08
2 C -0.42
3 C -0.68
4 N -0.18
5 C 0.13


Quick ranking, most stable first: version c, version b, version a.


Version a
Entry from the OMol25 dataset: a cluster of 2 separate species, C4H11N2 in total (ωB97M-V with the def2-TZVPD basis set).

Each atom is followed by the atoms it is bonded to, with distances in Å.
Positions of all 17 atoms, in Å:
1 C -0.4108 -0.8850 -2.0297  N3 1.472, H4 1.089, H5 1.085, H6 1.128
2 C 1.3736 0.6944 -1.6164  N3 1.296, H7 1.082, H8 1.108
3 N 0.4281 -0.0578 -1.1467  C1 1.472, C2 1.296, H9 1.114
4 H -1.4300 -0.8978 -1.6460  C1 1.089
5 H 0.0197 -1.8804 -1.9861  C1 1.085
6 H -0.4200 -0.4855 -3.0842  C1 1.128
7 H 1.7353 0.5468 -2.6249  C2 1.082
8 H 1.7831 1.4631 -0.9310  C2 1.108
9 H 0.3264 -0.1217 -0.0387  N3 1.114
10 C 0.3660 0.8232 2.1388  N12 1.462, H13 1.096, H14 1.103, H15 1.093
11 C -1.3661 -0.6404 1.5809  N12 1.280, H16 1.064, H17 1.103
12 N -0.1447 -0.3159 1.3769  C10 1.462, C11 1.280
13 H 1.0097 0.4223 2.9296  C10 1.096
14 H -0.4409 1.4546 2.5477  C10 1.103
15 H 0.9612 1.4042 1.4297  C10 1.093
16 H -1.6497 -1.5380 1.0847  C11 1.064
17 H -2.1409 0.0138 2.0154  C11 1.103

Summary:
- E_LUMO (Eh) = -0.1683
- multiplicity = 1
- HOMO energy (eV) = -14.7
- total charge = +1

Here are the Mulliken charges for atoms 1 to 5, given in e:
1 C -0.83
2 C -0.06
3 N 0.07
4 H 0.29
5 H 0.34


Version b
Entry from the OMol25 dataset: the ion C4H11N2 with charge +1 (ωB97M-V with the def2-TZVPD basis set).

Each atom is followed by the atoms it is bonded to, with distances in Å.
Positions of all 17 atoms, in Å:
1 C 0.8108 -0.1753 -2.3814  C2 1.487, H7 1.093, H8 1.151, H9 1.072
2 C -0.2909 -0.0321 -1.3936  C1 1.487, C3 1.495, H10 1.101, H11 1.073
3 C 0.0201 -0.1538 0.0639  C2 1.495, N4 1.558, C5 1.366
4 N 1.1233 0.8301 0.5575  C3 1.558, H12 1.030, H13 1.042, H14 1.044
5 C -0.8626 -0.7191 0.9397  C3 1.366, N6 1.473, H15 1.145
6 N -1.0501 -0.0870 2.2572  C5 1.473, H16 1.009, H17 0.992
7 H 1.2737 -1.1618 -2.2960  C1 1.093
8 H 1.6754 0.5529 -2.1651  C1 1.151
9 H 0.6065 -0.0216 -3.4229  C1 1.072
10 H -0.5111 1.0470 -1.4080  C2 1.101
11 H -1.1078 -0.6238 -1.7584  C2 1.073
12 H 2.0423 0.3793 0.6691  N4 1.030
13 H 1.1174 1.7156 0.0081  N4 1.042
14 H 0.8257 1.1500 1.5060  N4 1.044
15 H -1.5001 -1.6420 0.7084  C5 1.145
16 H -1.3057 -0.7733 2.9515  N6 1.009
17 H -1.6933 0.6581 2.1327  N6 0.992

Summary:
- SMILES string = CC/C([NH3+])=C/N
- E_LUMO (Eh) = -0.1309
- multiplicity = 1
- HOMO energy (eV) = -13.6
- total charge = +1

Here are the Mulliken charges for atoms 1 to 5, given in e:
1 C -1.15
2 C -0.35
3 C -0.03
4 N -0.29
5 C -0.12


Quick ranking, most stable first: version b, version a.